(1)
Molecular formula: C9H12
Method: DFT, the ωB97M-V functional and the def2-TZVPD basis

Cartesian coordinates (Å):
C -1.0646 1.6737 -0.2740
C 0.6758 -1.0953 0.2077
C -0.6720 0.3737 0.3529
C 0.2209 -0.0361 -0.9098
C -0.0396 1.2321 -1.3813
C -0.3380 -0.5581 1.3061
C 0.3117 -2.5436 -0.1670
C 0.5754 2.0304 -2.4815
C -0.3579 -0.6065 2.8196
H -2.0671 1.7549 -0.7047
H -0.8582 2.5721 0.2216
H 1.7662 -1.0760 0.4649
H -0.7025 -2.7286 -0.1147
H 0.7662 -3.3415 0.4397
H 0.5248 -2.8487 -1.1528
H 0.8553 1.6019 -3.4944
H 1.4879 2.5660 -2.1840
H -0.0951 2.9144 -2.6239
H -1.3402 -0.8615 3.1829
H -0.0436 0.2885 3.4484
H 0.3946 -1.3120 3.0444

HOMO = -8.0 eV
LUMO level = 0.0352 Ha
Relative energy (zero: lowest compared OMol25 entry of this formula, charge and spin) = 5.471 eV
Charge = 0

(2)
Molecular formula: C9H12AuF3NOS5Si
Method: DFT, the ωB97M-V functional and the def2-TZVPD basis

Cartesian coordinates (Å):
Au 0.1289 -0.2360 -0.4052
F 0.5275 -3.5178 3.5881
C -0.7320 -3.2004 3.8820
F -0.7636 -2.8432 5.1881
F -1.4648 -4.3416 3.7990
C -1.3117 -2.1226 3.0103
C -2.4753 -1.5262 3.4638
C -3.0895 -0.5165 2.7414
C -2.4984 -0.1398 1.5525
N -1.4063 -0.7362 1.0937
C -0.7646 -1.7061 1.7840
S 0.6797 -2.2242 0.9653
H -2.8955 -1.8487 4.4085
H -3.9881 -0.0305 3.0922
H -2.8967 0.6570 0.9373
S 1.6388 -0.1788 -2.1902
S 1.8888 1.7782 -2.3819
S 0.0160 2.6366 -2.5018
S -1.2724 1.2769 -1.8885
C 2.8685 2.1886 2.7169
Si 1.1340 2.5619 2.0876
C 0.0885 2.8363 3.6362
C 1.2503 4.2461 1.2506
O 0.5426 1.4300 1.1443
H 3.2475 2.9856 3.3678
H 3.5623 2.0722 1.8769
H 2.8769 1.2504 3.2827
H 0.4986 3.6331 4.2685
H 0.0461 1.9170 4.2318
H -0.9390 3.1085 3.3693
H 1.6365 5.0156 1.9305
H 0.2675 4.5693 0.8900
H 1.9171 4.1891 0.3829

HOMO (spin up / spin down) = -4.4 / -4.4 eV
LUMO level (spin up / spin down) = 0.0449 / 0.0454 Ha
Charge = -1

Copy entry 2 word for word.
Molecular formula: C9H12AuF3NOS5Si
Method: DFT, the ωB97M-V functional and the def2-TZVPD basis

Cartesian coordinates (Å):
Au 0.1289 -0.2360 -0.4052
F 0.5275 -3.5178 3.5881
C -0.7320 -3.2004 3.8820
F -0.7636 -2.8432 5.1881
F -1.4648 -4.3416 3.7990
C -1.3117 -2.1226 3.0103
C -2.4753 -1.5262 3.4638
C -3.0895 -0.5165 2.7414
C -2.4984 -0.1398 1.5525
N -1.4063 -0.7362 1.0937
C -0.7646 -1.7061 1.7840
S 0.6797 -2.2242 0.9653
H -2.8955 -1.8487 4.4085
H -3.9881 -0.0305 3.0922
H -2.8967 0.6570 0.9373
S 1.6388 -0.1788 -2.1902
S 1.8888 1.7782 -2.3819
S 0.0160 2.6366 -2.5018
S -1.2724 1.2769 -1.8885
C 2.8685 2.1886 2.7169
Si 1.1340 2.5619 2.0876
C 0.0885 2.8363 3.6362
C 1.2503 4.2461 1.2506
O 0.5426 1.4300 1.1443
H 3.2475 2.9856 3.3678
H 3.5623 2.0722 1.8769
H 2.8769 1.2504 3.2827
H 0.4986 3.6331 4.2685
H 0.0461 1.9170 4.2318
H -0.9390 3.1085 3.3693
H 1.6365 5.0156 1.9305
H 0.2675 4.5693 0.8900
H 1.9171 4.1891 0.3829

HOMO (spin up / spin down) = -4.4 / -4.4 eV
LUMO level (spin up / spin down) = 0.0449 / 0.0454 Ha
Charge = -1